DFT (wB97M-V/def2-TZVPD) results for a 2-piece molecular cluster, C7H10N6O overall at a distorted geometry.

Each line ends with the Löwdin charge.
Geometry (Å):
C (2.102, -1.440, -1.230)  -0.202
C (-1.547, -0.694, 1.201)  -0.122
C (1.358, -0.648, -0.261)  -0.127
C (-1.421, -0.250, -0.104)  -0.281
C (0.737, 2.812, 0.125)  -0.123
C (-0.379, 1.946, 0.606)  -0.228
C (-0.684, 0.953, -0.470)  -0.261
N (2.575, -2.407, -0.601)  -0.013
N (-2.235, -1.808, 1.139)  0.077
N (1.426, -1.207, 0.886)  0.016
N (-2.095, -1.072, -0.981)  0.140
N (2.087, -2.375, 0.627)  -0.093
N (-2.561, -1.951, -0.134)  -0.074
O (-0.646, 1.355, -1.735)  0.079
H (2.381, -1.383, -2.316)  0.106
H (-1.439, -0.135, 2.172)  0.137
H (0.315, 3.169, -0.852)  0.089
H (1.114, 3.515, 0.984)  0.120
H (1.647, 2.290, -0.130)  0.057
H (-1.231, 2.682, 0.777)  0.150
H (-0.217, 1.489, 1.631)  0.125
H (2.725, -2.736, 1.343)  0.141
H (-2.961, -2.816, -0.301)  0.130
H (-1.053, 0.710, -2.378)  0.156

Summary:
molar mass	194.20	g/mol
energy relative to the best compared isomer or geometry (same formula, charge and spin)	4.942	eV
spin multiplicity	1
calculated total energy	-676.30181	Eh

=====

DFT (wB97M-V/def2-TZVPD) results for an isolated ion of composition C7H10N7O and charge +1 at a distorted geometry.

Each line ends with the Löwdin charge.
Geometry (Å):
O (-0.806, 3.330, -1.822)  0.123
C (-0.501, 2.243, -1.405)  -0.550
N (-0.680, 1.034, -2.073)  0.134
C (-0.673, -0.137, -1.201)  -0.201
C (-0.066, -1.281, -1.959)  -0.024
N (1.070, -1.754, -1.703)  0.096
C (1.960, -1.262, -0.774)  -0.127
N (1.535, -0.019, 0.004)  0.163
C (0.038, 0.235, 0.093)  -0.123
C (-0.511, -0.158, 1.412)  -0.244
C (-1.842, -0.249, 1.913)  -0.020
N (-1.717, -0.637, 3.191)  0.110
N (-0.428, -0.769, 3.375)  -0.030
N (0.338, -0.528, 2.330)  0.110
N (0.188, 1.997, -0.199)  0.193
H (-1.401, 1.063, -2.776)  0.159
H (-1.646, -0.389, -0.973)  0.129
H (-0.620, -1.585, -2.729)  0.096
H (2.137, -2.050, 0.017)  0.166
H (2.843, -1.131, -1.358)  0.141
H (1.732, 0.075, 1.018)  0.162
H (1.791, 0.704, -0.542)  0.107
H (-2.787, -0.048, 1.396)  0.130
H (0.021, -1.229, 4.154)  0.181
H (0.025, 2.547, 0.615)  0.119

Summary:
molar mass	208.21	g/mol
charge	+1
energy relative to the best compared isomer or geometry (same formula, charge and spin)	2.128	eV
spin multiplicity	1
calculated total energy	-730.95623	Eh

=====

DFT (wB97M-V/def2-TZVPD) results for an isolated molecule of C7H10NOP at a distorted geometry.

Each line ends with the Löwdin charge.
Geometry (Å):
C (-1.649, 2.043, -0.536)  -0.160
N (-1.775, 0.673, -0.116)  -0.370
P (-3.080, -0.320, 0.211)  0.818
O (-2.558, -1.709, 0.416)  -0.501
C (-0.350, 0.056, -0.145)  -0.253
C (-0.138, -0.987, -0.946)  -0.022
C (1.236, -1.586, -1.021)  -0.044
C (2.113, -1.373, -0.035)  -0.068
C (1.739, -0.489, 1.130)  -0.156
C (0.641, 0.572, 0.830)  -0.120
H (-2.672, 2.530, -0.316)  0.088
H (-0.850, 2.642, -0.021)  0.095
H (-1.716, 2.186, -1.644)  0.090
H (-0.848, -1.310, -1.543)  0.050
H (1.610, -2.244, -1.778)  0.092
H (3.059, -1.661, 0.046)  0.057
H (1.425, -1.102, 1.877)  0.083
H (2.572, -0.079, 1.606)  0.091
H (1.234, 1.372, 0.354)  0.129
H (0.006, 0.786, 1.628)  0.101

Summary:
molar mass	155.14	g/mol
energy relative to the best compared isomer or geometry (same formula, charge and spin)	3.423	eV
spin multiplicity	1
calculated total energy	-744.01566	Eh